Entry 1:
Density functional theory data (ωB97M-V/def2-TZVPD) for a 4-piece molecular cluster, C20H50ClO3PS overall.

ORCA input file:
```
! RIJCOSX wB97M-V def2-TZVPD def2/J DEFGRID3
* xyz 0 1
C 5.67 -0.61 1.04
C 4.59 0.31 1.64
C 4.30 1.56 0.81
C 3.23 1.41 -0.30
C 3.07 0.02 -0.92
C 1.92 -0.03 -1.92
C 0.55 -0.16 -1.26
C -0.54 -0.68 -2.21
C -1.77 -1.30 -1.54
C -2.87 -0.32 -1.13
P -2.57 0.72 0.34
S -1.92 2.61 -0.90
C -3.94 1.61 1.20
C -5.08 2.36 0.48
C -4.87 3.88 0.36
C -5.54 1.71 -0.83
C -2.64 -0.77 1.63
Cl -0.96 -1.39 1.87
C -3.56 -1.97 1.42
C -5.05 -1.62 1.38
H 6.64 -0.37 1.48
H 5.47 -1.66 1.23
H 5.77 -0.45 -0.04
H 4.93 0.63 2.63
H 3.67 -0.25 1.81
H 5.24 1.91 0.36
H 3.97 2.36 1.48
H 2.26 1.73 0.10
H 3.47 2.11 -1.11
H 4.00 -0.27 -1.40
H 2.88 -0.72 -0.14
H 2.06 -0.86 -2.62
H 1.93 0.89 -2.53
H 0.62 -0.82 -0.40
H 0.24 0.83 -0.89
H -0.87 0.13 -2.86
H -0.09 -1.44 -2.86
H -1.46 -1.93 -0.70
H -2.25 -1.95 -2.28
H -3.03 0.36 -1.97
H -3.81 -0.84 -0.98
H -1.26 0.94 0.78
H -2.92 2.86 -1.75
H -3.39 2.31 1.84
H -4.38 0.87 1.88
H -5.93 2.23 1.16
H -5.14 4.25 -0.63
H -5.48 4.41 1.09
H -3.83 4.16 0.52
H -6.02 0.75 -0.66
H -6.27 2.35 -1.32
H -4.72 1.56 -1.53
H -2.87 -0.33 2.60
H -3.27 -2.50 0.51
H -3.40 -2.67 2.25
H -5.64 -2.53 1.31
H -5.36 -1.10 2.29
H -5.32 -0.99 0.53
C -4.83 -3.48 -2.42
O -4.77 -2.10 -2.78
H -4.11 -3.62 -1.62
H -5.82 -3.76 -2.05
H -4.56 -4.13 -3.25
H -5.40 -1.94 -3.49
C 7.37 -0.95 -2.99
O 6.21 -0.27 -2.53
H 8.19 -0.64 -2.33
H 7.27 -2.03 -2.92
H 7.63 -0.67 -4.01
H 5.47 -0.52 -3.09
C 6.34 -0.16 5.67
O 6.48 0.94 4.79
H 5.42 -0.67 5.37
H 7.17 -0.86 5.59
H 6.23 0.15 6.71
H 7.28 1.42 5.02
*
```

Summary:
LUMO = 0.49 eV
E_HOMO = -8.186 eV
frontier orbital gap = 8.7 eV

Entry 2:
Density functional theory data (ωB97M-V/def2-TZVPD) for C20H50F14Li3N7O38S14 as an isolated structure.

ORCA input file:
```
! RIJCOSX wB97M-V def2-TZVPD def2/J DEFGRID3
* xyz -4 1
Li 12.76 0.64 13.26
Li 14.34 2.88 11.91
Li 13.25 4.49 9.69
N 13.10 0.77 15.16
S 14.39 1.86 15.52
O 14.62 2.30 16.87
O 14.65 2.84 14.47
F 15.62 0.88 15.34
S 12.05 1.46 16.11
O 11.70 2.86 15.98
O 11.90 0.85 17.41
F 10.79 0.76 15.38
N 12.02 4.67 8.17
S 11.35 3.44 7.18
O 11.03 3.86 5.84
O 10.63 2.42 7.86
F 12.79 2.74 6.99
S 10.75 5.54 8.15
O 9.60 5.04 8.85
O 10.57 6.42 7.02
F 11.36 6.61 9.25
N 15.33 -2.22 16.44
S 16.04 -1.67 17.89
O 16.86 -0.49 17.81
O 16.31 -2.57 18.99
F 14.62 -1.04 18.39
S 16.71 -2.27 15.67
O 17.64 -3.32 16.09
O 17.20 -1.11 14.98
F 16.06 -3.07 14.39
N 12.87 4.19 11.65
S 11.44 3.82 12.16
O 10.46 4.82 12.49
O 11.37 2.58 12.88
F 10.90 3.30 10.75
S 13.21 5.44 12.79
O 13.02 5.11 14.16
O 12.92 6.77 12.35
F 14.78 5.16 12.67
N 14.93 5.23 9.13
S 15.61 6.59 9.54
O 16.36 7.34 8.58
O 16.00 6.68 10.91
F 14.20 7.39 9.64
S 16.24 4.23 9.62
O 15.89 3.31 10.70
O 17.59 4.70 9.51
F 16.14 3.34 8.33
N 14.02 0.96 11.82
S 15.29 0.07 11.52
O 16.36 0.58 10.71
O 15.07 -1.34 11.65
F 15.91 0.45 12.97
S 13.50 0.79 10.21
O 13.56 -0.45 9.49
O 13.70 1.99 9.45
F 11.94 0.88 10.46
N 11.91 -2.62 15.09
S 10.41 -3.05 15.40
O 10.16 -4.48 15.34
O 9.37 -2.15 14.99
F 10.44 -2.92 17.00
S 11.71 -2.52 13.40
O 11.69 -1.16 12.93
O 10.97 -3.51 12.67
F 13.18 -3.08 13.19
C 20.71 2.75 12.73
O 19.76 3.75 12.49
C 18.43 3.33 12.79
C 18.24 2.56 14.08
O 18.88 3.24 15.14
C 18.17 3.34 16.32
H 20.32 1.74 12.52
H 20.86 2.67 13.82
H 21.63 2.82 12.15
H 17.97 2.70 12.02
H 17.79 4.21 12.70
H 18.65 1.55 14.04
H 17.18 2.44 14.30
H 17.17 3.78 16.19
H 18.63 4.01 17.06
H 17.90 2.39 16.80
C 13.14 -3.65 9.42
O 12.02 -4.49 9.15
C 11.66 -5.35 10.19
C 11.70 -6.79 9.71
O 10.75 -6.95 8.70
C 10.64 -8.28 8.23
H 12.90 -2.99 10.26
H 13.32 -3.00 8.57
H 14.01 -4.29 9.57
H 10.62 -5.11 10.44
H 12.15 -5.16 11.15
H 11.51 -7.47 10.56
H 12.72 -6.91 9.31
H 9.97 -8.82 8.91
H 11.60 -8.78 8.20
H 10.20 -8.24 7.23
C 18.91 0.31 4.62
O 17.75 0.53 5.39
C 16.68 -0.35 5.09
C 16.45 -1.55 6.01
O 16.09 -1.35 7.34
C 17.12 -0.67 8.09
H 19.08 -0.72 4.28
H 19.79 0.61 5.18
H 18.80 0.94 3.73
H 16.73 -0.84 4.11
H 15.75 0.22 5.02
H 17.34 -2.19 6.04
H 15.63 -2.11 5.54
H 16.87 0.39 8.06
H 18.14 -0.65 7.68
H 17.14 -1.04 9.11
C 18.69 -1.84 11.65
O 18.83 -2.89 12.58
C 18.15 -4.07 12.24
C 18.63 -4.91 11.07
O 18.29 -4.27 9.82
C 16.99 -4.38 9.34
H 19.21 -0.99 12.09
H 17.63 -1.63 11.53
H 19.18 -2.13 10.71
H 17.08 -3.85 12.14
H 18.20 -4.73 13.11
H 18.14 -5.88 11.17
H 19.69 -5.16 11.00
H 16.36 -5.24 9.60
H 17.01 -4.48 8.24
H 16.35 -3.51 9.51
C 12.29 -5.46 5.15
O 11.91 -4.25 5.73
C 11.98 -3.14 4.87
C 12.03 -1.90 5.77
O 11.12 -2.01 6.82
C 10.83 -0.71 7.37
H 12.30 -6.25 5.90
H 13.28 -5.44 4.68
H 11.61 -5.67 4.31
H 11.15 -3.14 4.15
H 12.91 -3.20 4.27
H 11.78 -1.00 5.18
H 13.02 -1.78 6.22
H 10.46 -0.78 8.39
H 10.10 -0.26 6.69
H 11.77 -0.19 7.57
*
```

Summary:
LUMO = 5.68 eV
E_HOMO = -1.718 eV
frontier orbital gap = 7.4 eV

no.,strongest force on any atom (eV/A),molar mass (g mol⁻¹)
1,0.6,437.11
2,8.9,1732.36